[1]
{
  "formula": "C18H15Cl9F24O3",
  "method": "the ωB97M-V functional and the def2-TZVPD basis",
  "symbols": ["F", "C", "F", "C", "F", "F", "C", "O", "C", "F", "F", "C", "F", "F", "H", "H", "H", "H", "F", "C", "F", "C", "F", "F", "C", "O", "C", "F", "F", "C", "F", "F", "H", "H", "H", "H", "F", "C", "F", "C", "F", "F", "C", "O", "C", "F", "F", "C", "F", "F", "H", "H", "H", "H", "Cl", "C", "Cl", "Cl", "H", "Cl", "C", "Cl", "Cl", "H", "Cl", "C", "Cl", "Cl", "H"],
  "xyz": [[1.17, -3.69, 0.70], [0.98, -4.73, -0.14], [0.87, -5.88, 0.58], [-0.32, -4.52, -0.93], [-0.26, -3.37, -1.67], [-1.32, -4.37, -0.02], [-0.64, -5.64, -1.90], [0.61, -5.96, -2.52], [0.57, -6.65, -3.72], [0.35, -7.95, -3.46], [-0.38, -6.15, -4.51], [1.95, -6.43, -4.36], [2.95, -6.77, -3.55], [2.00, -7.17, -5.50], [1.87, -4.84, -0.77], [-1.44, -5.34, -2.58], [-0.99, -6.56, -1.42], [2.04, -5.38, -4.66], [0.83, 1.72, 3.67], [0.06, 0.81, 3.06], [0.32, -0.43, 3.61], [-1.42, 1.20, 3.13], [-1.65, 2.14, 2.18], [-1.69, 1.79, 4.32], [-2.28, -0.03, 2.90], [-3.62, 0.39, 2.72], [-4.48, -0.58, 2.31], [-3.98, -1.24, 1.24], [-4.70, -1.51, 3.27], [-5.79, 0.11, 1.90], [-6.64, -0.78, 1.36], [-6.39, 0.68, 2.97], [0.39, 0.67, 2.02], [-2.19, -0.76, 3.72], [-1.91, -0.57, 2.02], [-5.54, 0.89, 1.17], [-0.25, 6.22, -1.61], [-0.03, 4.89, -1.56], [1.30, 4.69, -1.34], [-0.91, 4.25, -0.49], [-0.62, 2.94, -0.41], [-2.19, 4.39, -0.90], [-0.79, 4.89, 0.88], [0.56, 4.83, 1.31], [0.93, 5.61, 2.36], [1.70, 6.62, 1.94], [-0.14, 6.17, 3.00], [1.66, 4.71, 3.38], [1.91, 5.36, 4.53], [0.85, 3.66, 3.66], [-0.26, 4.43, -2.53], [-1.43, 4.37, 1.60], [-1.19, 5.90, 0.83], [2.60, 4.35, 2.95], [3.28, -3.30, -2.59], [3.93, -1.86, -3.38], [4.60, -0.69, -2.25], [2.67, -1.11, -4.37], [4.73, -2.19, -4.03], [3.30, 5.24, 0.42], [3.17, 3.51, 0.03], [2.14, 2.72, 1.21], [4.74, 2.73, -0.07], [2.73, 3.45, -0.96], [0.72, -0.78, -0.26], [0.34, -0.05, -1.81], [1.46, 1.28, -2.18], [-1.35, 0.48, -1.90], [0.47, -0.82, -2.57]],
  "energy_ha": -7459.10423,
  "lumo_ev": 0.1327,
  "homo_ev": -10.820,
  "smiles": "FC(F)C(F)(F)COC(F)(F)C(F)F.FC(F)C(F)(F)COC(F)(F)C(F)F.FC(F)C(F)(F)COC(F)(F)C(F)F.ClC(Cl)Cl.ClC(Cl)Cl.ClC(Cl)Cl",
  "total_charge": 0,
  "spin_multiplicity": 1
}

=====

[2]
{
  "formula": "C4H5Cl2F",
  "method": "the ωB97M-V functional and the def2-TZVPD basis",
  "symbols": ["C", "C", "C", "C", "F", "Cl", "Cl", "H", "H", "H", "H", "H"],
  "xyz": [[0.54, 0.19, 0.00], [3.00, -0.30, -0.97], [-2.10, 0.15, 0.44], [-0.80, -0.10, -0.41], [0.83, 0.65, 1.24], [3.75, 1.15, -0.82], [3.42, -1.37, 0.31], [-2.32, 1.21, 0.61], [-2.96, -0.23, -0.06], [-1.97, -0.24, 1.43], [-0.37, -1.23, -0.41], [-1.01, 0.15, -1.36]],
  "energy_ha": -1175.41262,
  "lumo_ev": 0.0683,
  "homo_ev": -8.100,
  "total_charge": 0,
  "spin_multiplicity": 1
}

=====

[3]
{
  "formula": "C33H50N3OP2W",
  "method": "the ωB97M-V functional and the def2-TZVPD basis",
  "symbols": ["C", "C", "C", "C", "C", "H", "H", "H", "N", "P", "P", "C", "H", "H", "C", "H", "C", "C", "C", "C", "C", "H", "H", "H", "C", "H", "H", "H", "C", "H", "H", "H", "C", "H", "H", "H", "C", "H", "H", "H", "C", "H", "H", "H", "C", "H", "H", "H", "C", "H", "H", "H", "C", "H", "H", "H", "C", "H", "H", "H", "C", "H", "H", "H", "C", "H", "H", "H", "W", "C", "O", "N", "C", "C", "C", "C", "C", "H", "C", "H", "C", "H", "H", "H", "C", "C", "N", "H", "H", "H"],
  "xyz": [[2.03, -1.81, -0.76], [2.14, 0.35, -1.69], [2.98, -2.21, -1.68], [2.78, -0.15, -2.86], [3.32, -1.42, -2.78], [3.38, -3.20, -1.50], [2.96, 0.54, -3.70], [4.04, -1.80, -3.51], [1.59, -0.53, -0.72], [-0.13, -2.44, 0.99], [1.14, 2.25, 0.06], [1.51, -2.80, 0.29], [1.50, -3.78, -0.20], [2.27, -2.87, 1.07], [2.09, 1.75, -1.48], [1.90, 2.38, -2.34], [-0.35, 3.62, 0.04], [2.83, 3.00, 0.52], [-1.27, -3.38, -0.23], [-0.12, -3.36, 2.68], [-1.68, 3.13, 0.63], [-1.59, 2.77, 1.66], [-2.38, 3.98, 0.66], [-2.14, 2.34, 0.03], [0.06, 4.82, 0.90], [0.18, 4.53, 1.95], [0.97, 5.31, 0.55], [-0.74, 5.57, 0.88], [-0.60, 4.00, -1.42], [-1.43, 4.72, -1.48], [0.29, 4.45, -1.89], [-0.91, 3.13, -2.02], [2.84, 3.48, 1.96], [2.56, 2.67, 2.65], [3.87, 3.76, 2.18], [2.21, 4.35, 2.14], [3.92, 1.92, 0.38], [3.64, 1.03, 0.96], [4.10, 1.61, -0.66], [4.89, 2.30, 0.74], [3.03, 4.14, -0.52], [2.30, 4.15, -1.35], [3.01, 5.14, -0.09], [4.00, 3.98, -1.01], [-1.51, -3.20, 3.31], [-1.48, -3.57, 4.35], [-1.81, -2.14, 3.35], [-2.28, -3.78, 2.79], [0.91, -2.70, 3.61], [1.92, -2.70, 3.19], [0.63, -1.68, 3.88], [0.95, -3.28, 4.55], [0.26, -4.86, 2.59], [0.47, -5.23, 3.61], [-0.55, -5.48, 2.21], [1.16, -5.03, 2.00], [-0.99, -2.93, -1.67], [-1.69, -3.45, -2.34], [-1.15, -1.86, -1.80], [0.03, -3.18, -2.00], [-2.71, -2.99, 0.14], [-2.82, -1.90, 0.15], [-3.39, -3.38, -0.63], [-3.03, -3.40, 1.10], [-1.11, -4.91, -0.24], [-0.07, -5.23, -0.34], [-1.56, -5.41, 0.63], [-1.64, -5.31, -1.12], [0.08, 0.08, 0.75], [1.55, 0.08, 2.12], [2.37, 0.10, 2.95], [-1.63, 0.10, -0.61], [-2.45, 0.02, -1.51], [-2.59, 0.64, -2.90], [-3.88, 0.79, -3.44], [-1.55, 1.04, -3.83], [-4.14, 0.91, -4.81], [-4.77, 0.67, -2.79], [-1.85, 1.23, -5.21], [-0.50, 1.21, -3.57], [-3.13, 1.12, -5.74], [-5.17, 0.79, -5.15], [-1.04, 1.46, -5.94], [-3.34, 1.19, -6.82], [-2.49, 0.89, 4.57], [-1.77, 0.45, 3.41], [-1.14, 0.32, 2.46], [-2.03, 0.49, 5.51], [-3.56, 0.55, 4.55], [-2.49, 2.02, 4.64]],
  "s2": 2.10,
  "energy_ha": -2275.70184,
  "lumo_ev": [-10.8183, -10.8699],
  "homo_ev": [-16.414, -16.690],
  "total_charge": 3,
  "spin_multiplicity": 3
}

=====

[4]
{
  "formula": "C27H97BrNO22P",
  "method": "the ωB97M-V functional and the def2-TZVPD basis",
  "symbols": ["C", "C", "C", "Br", "C", "O", "C", "C", "N", "P", "C", "O", "H", "H", "H", "H", "H", "H", "H", "H", "H", "H", "H", "H", "H", "H", "H", "H", "H", "C", "O", "H", "H", "H", "H", "C", "O", "H", "H", "H", "H", "C", "O", "H", "H", "H", "H", "C", "O", "H", "H", "H", "H", "C", "O", "H", "H", "H", "H", "C", "O", "H", "H", "H", "H", "C", "O", "H", "H", "H", "H", "C", "O", "H", "H", "H", "H", "C", "O", "H", "H", "H", "H", "C", "O", "H", "H", "H", "H", "C", "O", "H", "H", "H", "H", "C", "O", "H", "H", "H", "H", "C", "O", "H", "H", "H", "H", "C", "O", "H", "H", "H", "H", "C", "O", "H", "H", "H", "H", "C", "O", "H", "H", "H", "H", "C", "O", "H", "H", "H", "H", "C", "O", "H", "H", "H", "H", "C", "O", "H", "H", "H", "H", "C", "O", "H", "H", "H", "H"],
  "xyz": [[3.60, -1.23, -1.69], [3.12, 0.32, -1.34], [1.49, 0.22, -1.05], [1.31, -0.74, 0.74], [0.75, 1.72, -1.03], [-0.41, 1.76, -1.93], [-1.54, 0.97, -1.35], [-2.29, 0.01, -2.45], [-1.71, 0.26, -3.86], [-2.16, -1.86, -2.13], [-1.91, -2.30, -0.29], [-0.68, -2.41, -2.94], [2.67, -1.75, -2.20], [4.49, -1.28, -2.44], [3.81, -1.80, -0.67], [3.36, 1.00, -2.27], [3.63, 0.67, -0.35], [0.97, -0.40, -1.92], [1.50, 2.57, -1.41], [0.47, 1.99, 0.08], [-1.21, 0.44, -0.37], [-2.34, 1.79, -1.02], [-3.43, 0.35, -2.53], [-0.69, 0.03, -3.88], [-1.88, 1.25, -4.12], [-2.78, -3.07, -0.01], [-0.89, -2.87, -0.16], [-2.02, -1.40, 0.46], [-0.12, -2.90, -2.23], [2.66, 4.48, -3.15], [4.01, 4.10, -2.99], [2.40, 5.19, -2.37], [2.53, 4.95, -4.13], [2.02, 3.60, -3.07], [4.22, 3.47, -3.70], [-0.08, -2.06, 4.76], [-0.03, -2.37, 3.37], [-0.38, -2.96, 5.31], [0.91, -1.74, 5.10], [-0.82, -1.27, 4.93], [0.23, -1.56, 2.91], [6.27, 1.84, -0.31], [6.08, 0.70, 0.51], [5.97, 1.60, -1.33], [5.65, 2.66, 0.06], [7.32, 2.12, -0.30], [6.35, 0.94, 1.41], [-3.84, 3.85, 0.76], [-4.09, 2.45, 0.68], [-3.59, 4.23, -0.23], [-4.73, 4.35, 1.14], [-3.00, 4.02, 1.44], [-4.30, 2.14, 1.57], [0.92, 6.75, 0.23], [0.11, 6.05, -0.71], [0.85, 7.82, 0.03], [0.56, 6.55, 1.24], [1.96, 6.43, 0.12], [0.20, 5.11, -0.50], [0.32, -3.33, -6.77], [-0.53, -2.43, -6.08], [0.16, -3.22, -7.84], [1.36, -3.12, -6.52], [0.07, -4.36, -6.48], [-0.37, -2.56, -5.13], [-2.15, 6.11, 3.70], [-2.40, 4.72, 3.61], [-1.90, 6.49, 2.71], [-3.04, 6.62, 4.07], [-1.31, 6.29, 4.38], [-2.61, 4.41, 4.51], [-1.87, -6.30, -5.38], [-1.52, -6.89, -6.62], [-0.96, -5.99, -4.87], [-2.50, -5.43, -5.56], [-2.40, -7.04, -4.77], [-2.35, -7.16, -7.06], [-3.16, 0.94, 5.22], [-2.62, 2.10, 5.84], [-2.58, 0.72, 4.32], [-3.09, 0.10, 5.91], [-4.20, 1.13, 4.95], [-3.15, 2.27, 6.64], [7.41, -2.66, 1.36], [7.81, -1.64, 0.47], [8.27, -2.95, 1.97], [6.62, -2.28, 2.01], [7.06, -3.52, 0.80], [7.03, -1.39, -0.06], [-4.21, -9.12, -8.76], [-3.42, -7.94, -8.68], [-4.31, -9.54, -7.76], [-5.20, -8.87, -9.15], [-3.71, -9.84, -9.41], [-3.35, -7.59, -9.58], [3.45, -3.45, 6.60], [2.61, -2.54, 7.29], [3.30, -3.33, 5.53], [4.50, -3.23, 6.85], [3.20, -4.47, 6.90], [2.76, -2.67, 8.24], [-6.62, -2.01, -2.60], [-5.35, -1.39, -2.43], [-7.05, -2.21, -1.62], [-7.27, -1.34, -3.16], [-6.49, -2.95, -3.14], [-4.99, -1.23, -3.32], [6.62, -0.36, 4.83], [6.08, -0.15, 3.54], [5.85, -0.14, 5.58], [6.93, -1.40, 4.93], [7.48, 0.30, 4.98], [6.78, -0.35, 2.90], [-5.86, -6.04, -4.07], [-6.23, -4.77, -4.55], [-5.58, -5.96, -3.01], [-6.70, -6.73, -4.16], [-5.00, -6.42, -4.64], [-6.47, -4.88, -5.49], [-1.95, 8.95, -1.07], [-1.16, 10.12, -0.99], [-2.06, 8.52, -0.07], [-2.94, 9.19, -1.46], [-1.46, 8.22, -1.72], [-1.09, 10.48, -1.89], [8.37, -4.57, 4.92], [8.06, -3.36, 5.58], [7.59, -4.78, 4.18], [9.33, -4.47, 4.41], [8.42, -5.38, 5.65], [8.77, -3.19, 6.22], [-6.51, 4.00, 3.86], [-6.16, 3.41, 2.62], [-5.60, 4.31, 4.38], [-7.14, 4.87, 3.68], [-7.05, 3.26, 4.47], [-6.99, 3.14, 2.19], [7.91, 2.55, 7.48], [7.66, 1.16, 7.39], [8.16, 2.94, 6.49], [7.02, 3.06, 7.85], [8.75, 2.73, 8.15], [7.45, 0.85, 8.29], [-8.68, 1.89, -3.81], [-8.87, 0.74, -2.99], [-8.98, 1.64, -4.83], [-9.30, 2.71, -3.44], [-7.63, 2.17, -3.80], [-8.60, 0.99, -2.09]],
  "energy_ha": -5711.75617,
  "lumo_ev": 0.3946,
  "homo_ev": -7.326,
  "total_charge": 0,
  "spin_multiplicity": 1
}

=====

[5]
{
  "formula": "C23H27Br2N5OPd",
  "method": "the ωB97M-V functional and the def2-TZVPD basis",
  "symbols": ["Pd", "Br", "C", "C", "C", "C", "C", "C", "N", "C", "C", "C", "C", "C", "C", "N", "H", "H", "H", "H", "H", "H", "H", "H", "H", "N", "C", "N", "O", "H", "H", "H", "H", "Br", "C", "C", "C", "C", "N", "C", "H", "H", "H", "H", "C", "C", "C", "C", "C", "H", "H", "H", "H", "H", "H", "H", "H", "H", "H"],
  "xyz": [[-0.93, -0.31, -0.49], [3.73, -5.41, -3.06], [2.90, -4.01, -2.05], [3.46, -3.59, -0.86], [2.87, -2.57, -0.12], [1.68, -1.90, -0.56], [1.16, -2.38, -1.80], [1.74, -3.39, -2.53], [1.05, -0.90, 0.08], [1.53, -0.50, 1.34], [1.04, 0.55, 2.07], [1.58, 0.86, 3.39], [1.08, 1.89, 4.12], [0.02, 2.69, 3.61], [-0.41, 2.37, 2.33], [0.05, 1.40, 1.56], [4.36, -4.07, -0.49], [3.35, -2.29, 0.80], [0.26, -1.90, -2.16], [1.30, -3.71, -3.46], [2.33, -1.06, 1.81], [2.38, 0.24, 3.78], [1.49, 2.10, 5.11], [-0.41, 3.51, 4.16], [-1.20, 2.97, 1.88], [2.51, 1.91, -0.37], [3.70, 2.28, -0.90], [4.70, 2.49, 0.06], [3.92, 2.50, -2.08], [2.46, 1.61, 0.59], [1.84, 1.43, -0.94], [4.66, 1.88, 0.86], [5.61, 2.52, -0.37], [-0.71, 5.93, 0.35], [-1.15, 4.55, -0.88], [-2.28, 4.66, -1.67], [-2.56, 3.63, -2.54], [-1.70, 2.54, -2.57], [-0.61, 2.44, -1.82], [-0.34, 3.42, -0.97], [-2.92, 5.53, -1.60], [-3.43, 3.65, -3.17], [-1.90, 1.69, -3.22], [0.52, 3.31, -0.33], [-4.62, -2.29, 0.45], [-3.13, -2.34, 0.11], [-2.93, -3.06, -1.22], [-2.38, -3.10, 1.21], [-2.57, -0.92, 0.08], [-5.06, -3.30, 0.47], [-5.16, -1.71, -0.31], [-4.79, -1.82, 1.42], [-3.34, -4.08, -1.18], [-1.87, -3.11, -1.46], [-3.43, -2.51, -2.02], [-2.70, -4.15, 1.26], [-2.55, -2.64, 2.19], [-1.30, -3.07, 1.02], [-2.88, -0.47, 1.04]],
  "energy_ha": -6517.49562,
  "lumo_ev": 4.1314,
  "homo_ev": 0.784,
  "total_charge": -2,
  "spin_multiplicity": 1
}

=====

[6]
{
  "formula": "C2H5O2S2",
  "method": "the ωB97M-V functional and the def2-TZVPD basis",
  "symbols": ["C", "S", "S", "H", "H", "H", "H", "O", "C", "O", "H"],
  "xyz": [[0.09, 0.46, 1.19], [0.09, 2.32, 0.81], [0.36, 2.73, -1.14], [-0.92, 0.08, 1.18], [0.46, -0.21, 0.46], [0.63, 0.29, 2.08], [1.68, 2.56, -1.24], [0.54, -2.30, -0.27], [-0.59, -2.07, -0.85], [-1.46, -2.87, -1.22], [-0.88, -1.00, -1.00]],
  "energy_ha": -1026.09851,
  "lumo_ev": 2.9071,
  "homo_ev": -4.206,
  "total_charge": -1,
  "spin_multiplicity": 1
}

=====

[7]
{
  "formula": "C21H31BrN4O2",
  "method": "the ωB97M-V functional and the def2-TZVPD basis",
  "symbols": ["C", "C", "N", "C", "C", "C", "C", "C", "N", "C", "C", "C", "O", "N", "C", "C", "C", "C", "Br", "C", "C", "N", "C", "C", "C", "C", "C", "O", "H", "H", "H", "H", "H", "H", "H", "H", "H", "H", "H", "H", "H", "H", "H", "H", "H", "H", "H", "H", "H", "H", "H", "H", "H", "H", "H", "H", "H", "H", "H"],
  "xyz": [[6.66, 3.40, 0.50], [5.31, 2.77, 0.17], [4.37, 2.86, 1.28], [3.91, 4.22, 1.51], [2.72, 4.04, 2.45], [2.14, 2.67, 2.05], [3.17, 2.05, 1.09], [3.49, 0.59, 1.36], [2.50, -0.33, 0.86], [1.06, -0.11, 0.92], [0.48, -1.31, 0.15], [-0.84, -1.75, 0.77], [-0.87, -2.27, 1.86], [-1.94, -1.50, 0.00], [-3.30, -1.71, 0.33], [-3.75, -1.77, 1.63], [-5.11, -1.87, 1.90], [-5.99, -1.89, 0.85], [-7.85, -1.99, 1.19], [-5.56, -1.85, -0.46], [-4.20, -1.79, -0.74], [-3.70, -1.75, -2.04], [-4.56, -1.78, -3.21], [-5.11, -3.18, -3.51], [-3.78, -1.24, -4.40], [1.56, -2.39, 0.23], [2.83, -1.62, 0.55], [3.96, -2.07, 0.54], [7.36, 3.24, -0.32], [6.57, 4.48, 0.66], [7.07, 2.95, 1.40], [4.88, 3.25, -0.73], [5.47, 1.72, -0.07], [4.70, 4.83, 1.95], [3.60, 4.70, 0.57], [3.07, 4.03, 3.49], [2.00, 4.85, 2.36], [1.98, 2.04, 2.92], [1.18, 2.80, 1.55], [2.81, 2.14, 0.05], [4.43, 0.30, 0.89], [3.63, 0.45, 2.45], [0.71, -0.11, 1.96], [0.79, 0.84, 0.45], [0.32, -1.03, -0.90], [-1.77, -1.06, -0.89], [-3.05, -1.74, 2.45], [-5.46, -1.92, 2.92], [-6.29, -1.90, -1.26], [-2.82, -2.22, -2.17], [-5.39, -1.10, -3.02], [-5.78, -3.16, -4.37], [-4.29, -3.86, -3.74], [-5.66, -3.58, -2.66], [-4.41, -1.22, -5.29], [-3.42, -0.23, -4.20], [-2.92, -1.88, -4.62], [1.37, -3.10, 1.03], [1.70, -2.93, -0.70]],
  "energy_ha": -3762.38276,
  "lumo_ev": 0.2848,
  "homo_ev": -8.163,
  "smiles": "CCN1CCC[C@@H]1CN1C[C@H](C(=O)Nc2ccc(Br)cc2NC(C)C)CC1=O",
  "total_charge": 0,
  "spin_multiplicity": 1
}

=====

[8]
{
  "formula": "C2H5N3S",
  "method": "the ωB97M-V functional and the def2-TZVPD basis",
  "symbols": ["H", "N", "C", "N", "N", "C", "S", "H", "H", "H", "H"],
  "xyz": [[-1.91, 2.12, 1.35], [-1.21, 2.10, 0.51], [-0.96, 0.89, 0.26], [-0.03, 0.56, -0.76], [0.32, -0.81, -0.86], [0.97, -1.49, 0.08], [1.52, -0.85, 1.53], [-1.24, -0.13, 0.83], [0.69, 1.28, -0.71], [0.63, -1.17, -1.81], [1.22, -2.50, -0.42]],
  "energy_ha": -641.58330,
  "lumo_ev": 0.2986,
  "homo_ev": -8.889,
  "smiles": "[H]/N=C/NNC=S",
  "total_charge": 0,
  "spin_multiplicity": 1
}

=====

[9]
{
  "formula": "C4H8O2",
  "method": "the ωB97M-V functional and the def2-TZVPD basis",
  "symbols": ["C", "C", "O", "H", "H", "H", "H", "C", "C", "O", "H", "H", "H", "H"],
  "xyz": [[0.04, -1.69, 0.85], [-0.79, -2.01, -0.21], [-2.06, -1.37, -0.06], [1.03, -2.00, 0.67], [-0.43, -1.32, 1.75], [-0.41, -2.33, -1.14], [-2.40, -1.67, 0.77], [-0.18, 1.84, 0.03], [0.94, 1.42, -0.62], [2.17, 1.96, -0.35], [-1.11, 1.51, -0.34], [-0.11, 2.50, 0.87], [1.02, 0.46, -1.24], [2.28, 2.68, -1.01]],
  "energy_ha": -307.57419,
  "lumo_ev": 0.9835,
  "homo_ev": -9.053,
  "smiles": "C=CO.C=CO",
  "total_charge": 0,
  "spin_multiplicity": 1
}